The molecule C2HIN2O at a distorted geometry, computed with ωB97M-V/def2-TZVPD.

Output
- relative energy (zero: lowest compared OMol25 entry of this formula, charge and spin) (kcal per mole) = 70.4
- HOMO-LUMO gap (alpha / beta) (eV) = 8.831 / 8.830
- lowest unoccupied orbital energy (alpha / beta) (Ha) = -0.031 / -0.031
- HOMO (alpha / beta) (hartree) = -0.356 / -0.356

Geometry as ORCA input:
```
! wB97M-V def2-TZVPD RIJCOSX def2/J DEFGRID3
* xyz 0 1
C 0.5472 0.6197 0.0003
C -0.7399 0.4617 -0.0226
N 1.3973 -0.5270 0.0271
N 0.7705 -1.5769 0.0105
O -0.4586 -1.6349 -0.0181
I -2.6326 1.1291 0.0024
H 1.1161 1.5283 0.0004
*
```

=====

A structure of composition C21H29Cl2MnO4 at a distorted geometry, computed with ωB97M-V/def2-TZVPD.

Output
- expectation value of S² = 6.1861
- HOMO-LUMO gap (alpha / beta) (eV) = 6.297 / 8.895
- lowest unoccupied orbital energy (alpha / beta) (Ha) = -0.027 / 0.017
- HOMO (alpha / beta) (hartree) = -0.258 / -0.310

Geometry as ORCA input:
```
! wB97M-V def2-TZVPD RIJCOSX def2/J DEFGRID3
* xyz 0 5
O 0.3147 0.0158 -4.8218
C 0.1586 1.3130 -5.4820
C -0.0781 0.7033 -6.8695
H 1.0790 1.9059 -5.4172
H -0.7073 1.8614 -5.0928
C 0.1331 -0.6407 -6.1067
H 0.7009 0.9223 -7.6038
H -1.0912 0.8297 -7.2586
C 1.3645 -1.3738 -6.5947
H 2.2382 -0.7116 -6.6426
H 1.1671 -1.7583 -7.6063
H 1.5846 -2.2329 -5.9494
C -1.0810 -1.5418 -6.1371
H -1.9871 -1.0009 -5.8373
H -0.9268 -2.4052 -5.4775
H -1.2191 -1.9192 -7.1601
Mn -0.2170 -0.4548 3.3905
C -2.0068 -0.8240 4.3994
C -1.7486 0.5909 4.5528
C -1.8424 1.1889 3.2598
H -1.6732 1.1266 5.4935
C -2.2495 0.1993 2.3239
C -2.2640 -1.0643 2.9965
H -2.5706 -1.9939 2.5338
H -2.0930 -1.5376 5.2118
H -1.7560 2.2428 3.0229
H -2.6207 0.3939 1.3234
C 0.8557 -1.8062 4.6693
C 0.0314 -2.5371 3.7413
C 0.5368 -2.3013 2.4170
H -0.7634 -3.2341 3.9847
C 1.6407 -1.4047 2.5214
C 1.8384 -1.0916 3.9016
H 2.6779 -0.5205 4.2936
H 0.8229 -1.8890 5.7529
H 0.2149 -2.8072 1.5109
H 2.3029 -1.1217 1.7098
O 0.0806 0.2161 0.8273
C -0.2507 -0.6135 -0.2992
C -0.5116 0.3178 -1.4699
H -1.1092 -1.2403 -0.0236
H 0.6044 -1.2742 -0.4999
C 0.3712 1.5297 -1.1354
H -1.5675 0.6216 -1.4357
H -0.3011 -0.1214 -2.4493
C 0.3177 1.5687 0.3850
H 0.0466 2.4612 -1.6024
H 1.4014 1.3168 -1.4408
H -0.5271 2.1826 0.7286
H 1.2249 1.9367 0.8773
Cl 0.5420 3.7793 6.0403
C 1.4453 2.3327 5.5336
Cl 0.8864 0.8531 6.4035
C 1.3736 2.2058 3.9876
O 2.0409 3.0379 3.3790
O 0.6662 1.2798 3.4390
H 2.4996 2.4879 5.8017
*
```

=====

A structure of composition C14H28F4IKNO4P at a distorted geometry, computed with ωB97M-V/def2-TZVPD.

Output
- relative energy (zero: lowest compared OMol25 entry of this formula, charge and spin) (kcal per mole) = 0.0
- HOMO-LUMO gap (eV) = 7.542
- lowest unoccupied orbital energy (Ha) = -0.026
- HOMO (hartree) = -0.304

Geometry as ORCA input:
```
! wB97M-V def2-TZVPD RIJCOSX def2/J DEFGRID3
* xyz 0 1
C 0.7753 1.6254 3.4938
C -0.5970 2.1779 3.2313
O -1.4948 2.0176 4.0276
N -0.7685 2.8937 2.0055
C -2.0635 2.6221 1.3447
C -1.9912 2.8351 -0.1672
C -0.8943 2.0636 -0.9271
C -1.3861 0.7751 -1.6226
P -0.4194 -0.8682 -1.3820
O -1.8475 -1.8335 -1.3935
O -0.3988 -1.1729 -3.1350
C 1.2891 -0.0150 -1.5495
C 2.1614 0.3438 -0.3562
C 3.4879 0.9855 -0.7532
O 3.3628 2.3546 -1.1264
C -0.6235 -0.6973 0.5264
C -0.8050 -1.7298 1.6418
C -1.9616 -2.7215 1.5211
I 0.9624 -2.7862 2.4176
C 0.5098 -2.6432 -1.2574
F -0.1719 -3.6113 -0.5718
F 1.8188 -2.5619 -0.7209
C 0.7610 -3.3475 -2.5905
F 1.7566 -2.8155 -3.3266
F 1.2685 -4.6441 -2.2407
H 0.6867 0.5716 3.7636
H 1.4509 1.7263 2.6508
H 1.2032 2.1369 4.3599
H -0.7006 3.8856 2.2038
H -2.3739 1.6064 1.5873
H -2.8315 3.2938 1.7424
H -2.9649 2.5604 -0.5836
H -1.8706 3.9107 -0.3401
H -0.5059 2.7418 -1.6933
H -0.0627 1.9088 -0.2467
H -2.4243 0.5902 -1.3247
H -1.4307 0.9747 -2.6974
H -2.2887 -1.6348 -2.2260
H 0.1382 -0.5104 -3.5753
H 1.8897 -0.6636 -2.1960
H 1.1559 0.8989 -2.1430
H 1.6677 1.0757 0.2942
H 2.3773 -0.5137 0.2855
H 3.8841 0.4977 -1.6481
H 4.2119 0.8849 0.0641
H 2.8456 2.8040 -0.4513
H -1.6379 -0.2727 0.5419
H -0.0166 0.1064 0.9424
H -0.9782 -1.1366 2.5438
H -2.4195 -2.8623 2.5039
H -2.7033 -2.3057 0.8396
H -1.6602 -3.6986 1.1572
H -0.1513 -3.5487 -3.1364
K 2.7794 -4.2741 -0.3076
*
```

=====

The molecule C6H9N at a distorted geometry, computed with ωB97M-V/def2-TZVPD.

Output
- relative energy (zero: lowest compared OMol25 entry of this formula, charge and spin) (kcal per mole) = 145.2
- HOMO-LUMO gap (alpha / beta) (eV) = 7.500 / 7.555
- lowest unoccupied orbital energy (alpha / beta) (Ha) = -0.011 / -0.003
- HOMO (alpha / beta) (hartree) = -0.286 / -0.280

Geometry as ORCA input:
```
! wB97M-V def2-TZVPD RIJCOSX def2/J DEFGRID3
* xyz 0 1
C 2.9006 0.8988 1.4677
C 1.8007 0.0931 1.3776
C 0.5304 -0.1407 0.9686
C 0.0176 -0.7508 -0.2831
C -1.4684 -0.4996 -0.4774
C -1.9505 0.6335 -1.2961
N -1.9938 -0.7328 -1.8178
H 2.9421 1.9217 1.1189
H 3.7124 0.5544 2.1055
H 1.9073 -0.2096 2.4379
H 0.1771 -1.8412 -0.2070
H 0.5645 -0.4484 -1.1941
H -2.0864 -0.7836 0.3764
H -1.2316 1.2854 -1.7904
H -2.8812 1.1193 -1.0087
H -2.9407 -1.0996 -1.7779
*
```

=====

no.,DFT total energy (hartree),molecular weight (u)
1,-559.083895,195.9
2,-3189.807479,471.3
3,-2544.348372,547.3
4,-288.550645,95.1